[1]
ORCA calculation (ωB97M-V/def2-TZVPD) on C35H52F2N4O2PbSbSeSi3 as an isolated structure.

Geometry as ORCA input:
```
! RIJCOSX wB97M-V def2-TZVPD def2/J DEFGRID3
* xyz -1 1
Pb 1.671 -0.395 -0.654
Sb -1.328 1.286 -1.857
Se 0.654 -0.045 1.964
Si -0.374 3.197 -3.216
Si -3.207 1.893 -0.163
Si -2.896 0.380 -3.712
F -0.986 -1.988 -1.316
F 0.628 -2.283 -2.885
O 4.895 -3.444 0.402
O 3.477 -1.862 -0.271
N 4.019 1.853 1.725
N 1.441 3.377 1.707
N 3.326 3.666 3.076
N -2.204 -3.396 3.780
C -4.470 1.491 -3.907
C 0.383 -2.200 -1.490
C -0.404 -1.795 3.947
C 2.035 -4.029 1.760
C 2.098 4.112 2.594
C 5.320 0.068 2.642
C 1.555 5.300 3.113
C -0.477 -1.474 2.588
C -0.337 5.010 1.675
C -2.075 0.277 -5.426
C -1.554 4.401 -4.147
C 4.566 1.848 4.034
C 0.563 -5.762 0.982
C -2.224 -3.124 2.469
C 0.275 3.833 1.263
C -1.306 -2.721 4.476
C 3.967 2.422 2.920
C -2.574 1.918 1.642
C -4.139 3.522 -0.497
C 3.768 -3.028 0.200
C 0.349 5.762 2.644
C -1.441 -2.178 1.848
C 2.186 -4.805 -0.533
C -4.433 0.414 -0.255
C 0.772 2.370 -4.512
C 0.996 -4.916 1.990
C -0.580 -6.694 1.227
C 2.592 -3.957 0.496
C 0.809 4.261 -2.162
C 1.200 -5.729 -0.251
C 4.694 0.699 1.589
C 2.763 -4.708 -1.945
C 2.625 -3.171 2.862
C -3.359 -1.413 -3.256
C 5.270 0.657 3.888
H 0.488 -3.175 -1.023
H 2.281 -3.883 -2.487
H 3.666 -3.424 2.955
H 0.213 1.781 -5.229
H -4.253 2.549 -3.824
H -0.202 3.223 0.506
H -1.245 5.356 1.202
H -3.451 4.367 -0.445
H -0.055 6.691 3.020
H 0.596 -4.996 2.991
H 4.678 0.245 0.603
H -1.923 1.044 1.880
H -2.945 -3.644 1.857
H -2.037 2.854 1.823
H 1.467 1.668 -4.059
H -1.878 1.239 -5.867
H 0.342 -1.301 4.569
H 2.582 -5.631 -2.510
H -1.178 -0.357 -5.375
H 4.477 2.309 5.004
H -2.747 -0.259 -6.102
H -1.577 -1.987 0.785
H 2.531 -2.115 2.622
H -4.919 0.398 -1.236
H -2.151 3.844 -4.885
H 3.599 4.162 3.903
H -5.220 0.502 0.505
H 3.836 -4.496 -1.847
H -4.184 -1.746 -3.931
H -4.939 3.710 0.222
H -2.468 -2.061 -3.375
H -3.378 1.930 2.383
H 2.123 -3.382 3.826
H -4.972 1.367 -4.900
H -2.183 4.943 -3.444
H -4.672 3.567 -1.483
H 1.433 3.614 -1.568
H 1.312 3.067 -5.119
H 2.111 5.874 3.834
H -1.264 -2.989 5.516
H -3.733 -1.550 -2.259
H 5.822 -0.887 2.493
H 1.515 4.916 -2.726
H -5.282 1.241 -3.228
H 5.690 0.207 4.774
H -0.899 -6.790 2.279
H -0.934 5.171 -4.632
H -3.912 -0.549 -0.110
H -1.496 -6.304 0.749
H 0.888 -6.432 -1.042
H -0.383 -7.708 0.814
H 0.297 4.927 -1.453
*
```

---

[2]
ORCA calculation (ωB97M-V/def2-TZVPD) on an isolated ion of composition C6H11N4O2S and charge +1.

Its SMILES is Cc1nc(NS)[nH][n+]1CCOC=O.

Geometry as ORCA input:
```
! RIJCOSX wB97M-V def2-TZVPD def2/J DEFGRID3
* xyz 1 1
S -0.656 -3.222 3.721
O 2.111 0.165 -3.565
O 0.627 1.739 -2.919
N -0.552 -1.583 0.140
N -0.511 -0.226 -0.026
N -0.576 -0.665 2.127
N -0.611 -3.027 2.019
C 1.904 1.301 -3.225
C -0.586 -1.803 1.468
C 0.330 1.584 -1.558
C -0.492 0.316 -1.385
C -0.543 0.287 1.195
C -0.537 1.720 1.513
H -0.589 -3.843 1.440
H -1.315 2.243 0.976
H -0.633 1.865 2.573
H 0.423 2.133 1.232
H -0.018 -0.433 -2.006
H 1.231 1.495 -0.954
H 0.554 -2.705 4.001
H -1.496 0.430 -1.768
H 2.691 2.056 -3.226
H -0.192 2.453 -1.189
H -0.564 -2.280 -0.583
*
```

---

[3]
ORCA calculation (ωB97M-V/def2-TZVPD) on one molecule with the formula C9H9N3O2.

Its SMILES is CC(=O)NC1=NN=C2C=CC=C[C@@]21O.

Geometry as ORCA input:
```
! RIJCOSX wB97M-V def2-TZVPD def2/J DEFGRID3
* xyz 0 1
O -1.338 0.780 1.861
O 1.610 0.444 1.210
N 1.272 -1.396 -0.041
N -0.789 -2.475 -0.064
N -2.083 -2.257 0.106
C 3.424 -0.413 -0.010
C -2.405 1.111 -0.909
C -1.168 -0.245 0.704
C -3.709 0.650 -0.378
C -2.391 -1.103 0.524
C -3.668 -0.466 0.322
C 2.025 -0.437 0.494
C -1.243 0.615 -0.564
C -0.013 -1.508 0.213
H -0.438 1.024 2.120
H 3.807 0.644 0.123
H 1.596 -2.207 -0.505
H -4.574 1.324 -0.427
H 4.107 -1.101 0.335
H -0.225 0.593 -1.038
H -4.544 -1.067 0.631
H 3.377 -0.488 -1.062
H -2.457 1.895 -1.798
*
```

---

[4]
ORCA calculation (ωB97M-V/def2-TZVPD) on a 6-piece molecular cluster, C42H69F13N8O6S2 overall.

Its SMILES is CCN(CC)C(=S)SCCC[C@@](C#N)(CCC(C)C)[C@](C#N)(CC=O)CCC(F)(F)C(F)(F)C(F)(F)C(F)(F)C(F)(F)C(F)(F)F.CNC(C)=O.CNC(C)=O.CNC(C)=O.CNC(C)=O.CNC(C)=O.

Geometry as ORCA input:
```
! RIJCOSX wB97M-V def2-TZVPD def2/J DEFGRID3
* xyz 0 1
S 1.576 1.607 0.986
S 1.416 0.969 3.848
F -3.590 -1.049 0.819
F -1.499 -3.266 -1.939
F -2.866 -2.852 1.836
F -1.760 0.770 -0.758
F -3.715 -0.589 -1.833
F -1.775 -0.104 -4.117
F -4.428 -3.128 -1.228
F -2.547 1.798 -2.502
F -2.913 -4.304 -0.229
F -0.343 -0.910 -2.699
F -4.938 -2.708 1.206
F -1.319 -1.792 -0.358
F -3.103 -2.008 -3.344
O -9.663 -4.322 7.527
O -8.607 -0.974 -3.889
O -5.752 -7.243 6.145
O 6.476 3.465 3.788
O 0.660 5.886 -1.997
O 4.693 8.001 -7.938
N 1.805 2.528 -6.450
N -8.291 -3.102 -4.519
N 3.463 0.160 2.286
N -4.718 -5.749 4.833
N 4.990 5.787 -7.730
N -10.758 -6.205 8.055
N 4.739 3.087 -4.764
N 7.470 4.415 5.558
C 8.581 4.815 6.402
C -1.546 -0.315 -2.810
C -2.165 -2.326 -1.249
C 1.370 2.998 -3.884
C 8.862 3.311 3.867
C -6.504 -1.951 -3.297
C 2.863 1.300 -2.561
C 3.168 6.607 -9.146
C -11.179 -7.303 8.906
C -7.881 -1.952 -3.917
C -3.318 -3.052 -0.478
C 4.074 -1.677 -2.119
C 4.392 -0.350 -1.402
C -7.079 -5.394 5.399
C 0.194 4.989 -2.683
C -3.674 -2.377 0.881
C 1.648 2.746 -5.307
C -0.223 1.798 -2.157
C 4.708 4.378 -7.960
C -4.599 -4.552 4.021
C -5.812 -6.210 5.498
C -1.530 1.026 -2.066
C 3.314 -1.255 2.619
C 0.918 4.482 -3.907
C 4.312 0.832 -2.386
C 2.903 2.692 0.378
C 2.230 0.860 2.462
C -2.668 -1.290 -2.291
C 3.029 3.765 -1.959
C 0.228 1.998 -3.597
C 2.272 -1.967 1.753
C 4.489 0.813 3.137
C 3.848 2.934 -4.016
C 4.340 6.868 -8.228
C -7.571 -4.355 -4.649
C -9.926 -5.174 8.360
C -9.351 -5.135 9.756
C 2.729 2.754 -3.077
C 5.812 -0.420 -0.860
C 7.507 3.728 4.387
C 5.876 0.651 2.511
C 2.213 3.577 -0.684
H 4.258 1.868 3.145
H 5.584 3.903 -8.405
H 6.538 4.662 5.848
H 4.271 -1.726 2.439
H -5.744 -2.144 -4.055
H 2.754 7.560 -9.458
H 5.760 6.025 -7.125
H 6.123 1.559 1.984
H 2.394 6.039 -8.628
H 6.152 0.535 -0.473
H 4.720 0.480 -3.321
H 9.526 4.490 5.981
H 1.614 -1.278 1.236
H -6.319 -0.975 -2.859
H 2.964 4.791 -2.288
H -0.626 2.318 -4.184
H -10.735 -7.222 9.892
H 8.597 5.901 6.504
H 4.071 3.630 -1.695
H -8.713 -4.262 9.842
H 6.623 0.474 3.271
H -8.754 -6.027 9.948
H 3.736 -0.197 -0.549
H 8.469 4.375 7.394
H -9.216 -3.040 -4.913
H 0.476 1.215 -1.576
H 1.208 3.218 -0.854
H 1.766 5.130 -4.070
H -8.133 -5.158 -4.170
H 3.043 -1.362 3.669
H -11.106 -6.173 7.111
H 5.848 -0.137 1.772
H 9.488 4.185 3.683
H -6.593 -4.290 -4.185
H -10.876 -8.253 8.462
H 4.760 -2.450 -1.809
H 3.489 6.056 -10.030
H 0.229 4.568 -4.740
H -3.829 -3.900 4.439
H -7.856 -5.879 5.978
H 0.518 1.051 -4.023
H -0.790 4.590 -2.395
H 5.893 -1.170 -0.084
H -5.536 -4.008 3.984
H -0.417 2.701 -1.598
H 3.059 -1.984 -1.889
H 3.860 4.249 -8.621
H 4.495 3.901 -7.007
H 9.360 2.652 4.579
H 2.420 0.617 -3.273
H -7.407 -5.322 4.361
H 2.401 1.195 -1.589
H -3.907 -6.336 4.940
H -10.147 -5.064 10.498
H -7.443 -4.602 -5.704
H -6.439 -2.705 -2.515
H -4.311 -4.827 3.005
H 2.097 4.550 -0.229
H 3.695 2.107 -0.072
H 8.725 2.776 2.933
H 4.134 -1.570 -3.195
H 2.733 -2.591 1.001
H 6.511 -0.706 -1.642
H 1.643 -2.576 2.387
H 3.293 3.311 1.170
H -6.924 -4.393 5.802
H 4.441 0.464 4.166
H 4.929 1.616 -1.968
H -12.265 -7.297 9.008
*
```

---

[5]
ORCA calculation (ωB97M-V/def2-TZVPD) on C28H27CrN3O2S2Te as an isolated structure.

Geometry as ORCA input:
```
! RIJCOSX wB97M-V def2-TZVPD def2/J DEFGRID3
* xyz -1 4
Te 2.909 -0.920 3.635
Cr 0.174 0.260 0.237
S 1.309 1.766 1.604
S 0.953 1.443 -1.663
O -0.361 -2.938 2.541
O -0.543 -0.906 1.624
N -1.463 1.631 0.451
N -1.167 -0.740 -1.255
N 1.594 -1.206 0.199
C 0.275 0.412 -2.903
C 4.072 -5.641 4.485
C -1.382 -2.167 -0.927
C -0.675 -0.576 -2.627
C 2.106 -3.349 1.133
C 1.378 -2.163 1.123
C 0.694 0.562 -4.234
C 3.513 -2.392 -0.546
C 3.418 -2.932 4.031
C 2.745 -5.230 4.454
C 0.325 3.145 1.160
C -1.717 4.089 0.253
C -1.241 5.374 0.461
C 0.014 5.548 1.030
C 0.084 -2.019 1.888
C 2.680 -1.299 -0.584
C 0.783 4.450 1.375
C -1.179 -1.370 -3.653
C 2.424 -3.897 4.233
C -2.279 1.451 -0.767
C 0.194 -0.233 -5.247
C -2.248 1.327 1.674
C 4.748 -3.366 4.054
C 5.073 -4.697 4.283
C -0.750 -1.210 -4.959
C 3.194 -3.456 0.302
C -0.943 2.990 0.593
C -2.459 -0.021 -1.081
H 5.536 -2.641 3.886
H 1.950 -5.953 4.604
H 1.825 -4.118 1.840
H -0.471 -2.725 -1.137
H -1.592 1.430 2.536
H -2.601 0.301 1.658
H -1.770 1.957 -1.588
H -2.205 -2.593 -1.506
H 1.767 4.580 1.808
H 4.323 -6.681 4.661
H -3.057 -0.121 -1.993
H -1.917 -2.131 -3.439
H 0.547 -0.096 -6.262
H 2.846 -0.466 -1.255
H -1.623 -2.255 0.127
H 3.805 -4.349 0.314
H 0.401 6.545 1.198
H -3.086 2.027 1.754
H -1.147 -1.846 -5.740
H 1.383 -3.592 4.200
H -2.700 3.949 -0.180
H -3.001 -0.516 -0.274
H -3.272 1.897 -0.638
H 4.381 -2.426 -1.188
H -1.845 6.228 0.182
H 6.115 -4.999 4.301
H 1.436 1.322 -4.447
*
```

---

[6]
ORCA calculation (ωB97M-V/def2-TZVPD) on C20H13Cl2HoN3O4 as an isolated structure.

Geometry as ORCA input:
```
! RIJCOSX wB97M-V def2-TZVPD def2/J DEFGRID3
* xyz 1 5
Ho 1.595 -0.723 -0.256
Cl -2.929 0.279 -1.460
Cl -4.818 -4.355 0.487
O -0.297 -0.975 -1.072
O 0.839 0.156 1.554
O 1.285 -2.941 0.095
O -1.053 -0.543 3.228
N 0.637 2.150 0.397
N 3.328 0.158 -1.855
N 1.677 1.596 -0.307
C -1.093 -3.036 -0.168
C -2.627 -1.297 -0.845
C -2.185 -3.860 0.175
C 0.222 1.299 1.314
C 4.091 2.165 -2.928
C 0.204 -3.569 0.116
C -3.426 2.167 3.317
C 5.027 1.434 -3.646
C 5.104 0.066 -3.455
C -1.599 0.652 2.924
C 3.263 1.502 -2.036
C -1.301 -1.737 -0.714
C -3.466 -3.385 0.035
C -3.684 -2.103 -0.468
C 4.235 -0.529 -2.554
C -2.815 0.955 3.542
C -2.846 3.112 2.466
C 2.258 2.241 -1.243
C -1.658 2.815 1.845
C -1.007 1.585 2.053
H 4.263 -1.600 -2.396
H -4.692 -1.727 -0.569
H 5.686 1.931 -4.344
H 4.004 3.235 -3.049
H 2.027 3.280 -1.457
H 0.253 -4.627 0.397
H -3.241 0.215 4.206
H -3.325 4.065 2.298
H 5.815 -0.543 -3.993
H -2.010 -4.851 0.569
H -0.175 -0.573 2.810
H -4.364 2.387 3.809
H -1.203 3.532 1.177
*
```

---

Which F_max belongs to each record? In order, 1.6; 2.2; 7.5; 3.4; 0.4; 0.6 eV/A.
Which relative energy (zero: lowest compared OMol25 entry of this formula, charge and spin) belongs to each record? In order, 0.000; 0.000; 6.245; 0.396; 0.602; 0.799 eV.